1.
DFT (the ωB97M-V functional and the def2-TZVPD basis) results for a cluster of 16 separate species, C18H19Cl45FNO3 in total.

Summary:
Kohn-Sham gap ... 0.4004 Eh
Net charge ... 0

Geometry (Å):
N -0.194 -0.787 -2.019
C 1.080 -0.520 -1.465
O 2.097 -0.884 -1.978
O 1.139 0.192 -0.273
C 0.367 1.378 -0.226
C 0.812 2.399 -1.245
O 1.791 2.394 -1.909
F -0.061 3.435 -1.313
H -0.323 -0.101 -2.769
H -0.930 -0.604 -1.340
H 0.508 1.824 0.757
H -0.702 1.186 -0.339
C -1.350 -2.689 1.449
Cl -2.351 -1.261 1.123
Cl -1.734 -3.350 3.035
Cl -1.574 -3.904 0.200
H -0.312 -2.379 1.449
C -0.579 6.683 -3.794
Cl -1.900 6.747 -2.619
Cl -1.201 6.252 -5.388
Cl 0.300 8.208 -3.851
H 0.109 5.908 -3.479
C -1.602 11.617 -1.650
Cl -0.575 12.389 -2.863
Cl -3.231 12.298 -1.693
Cl -1.643 9.872 -1.893
H -1.178 11.813 -0.675
C -2.434 2.915 2.780
Cl -1.523 3.255 1.299
Cl -3.872 3.927 2.862
Cl -2.833 1.204 2.880
H -1.800 3.155 3.624
C 2.961 -5.924 -1.023
Cl 2.155 -4.488 -1.645
Cl 2.286 -6.435 0.529
Cl 2.878 -7.241 -2.193
H 4.005 -5.680 -0.869
C 0.273 -7.629 4.045
Cl 1.654 -8.099 3.051
Cl -0.246 -5.969 3.755
Cl -1.080 -8.737 3.789
H 0.578 -7.705 5.081
C -1.292 2.050 -5.741
Cl -0.575 1.215 -4.348
Cl -2.012 0.901 -6.860
Cl -2.463 3.242 -5.194
H -0.494 2.575 -6.251
C 1.968 2.192 -8.468
Cl 1.609 0.685 -7.626
Cl 1.294 2.181 -10.095
Cl 1.362 3.580 -7.552
H 3.043 2.290 -8.546
C -0.884 14.457 1.355
Cl -0.558 15.096 2.965
Cl 0.591 13.827 0.619
Cl -2.132 13.210 1.412
H -1.249 15.267 0.737
C -3.566 -9.066 6.521
Cl -3.828 -7.360 6.159
Cl -2.350 -9.249 7.783
Cl -5.078 -9.850 6.980
H -3.194 -9.547 5.626
C -4.839 -0.485 -3.523
Cl -4.125 -1.119 -2.038
Cl -5.392 -1.798 -4.560
Cl -6.159 0.626 -3.158
H -4.075 0.066 -4.055
C 6.401 -7.167 -4.638
Cl 5.913 -8.553 -3.662
Cl 6.079 -7.463 -6.347
Cl 5.593 -5.695 -4.097
H 7.467 -7.029 -4.516
C 5.684 -8.971 2.824
Cl 4.784 -8.478 4.260
Cl 4.798 -8.572 1.351
Cl 7.285 -8.231 2.802
H 5.810 -10.044 2.864
C -0.714 -6.656 10.776
Cl -1.972 -6.410 9.568
Cl 0.659 -7.520 10.078
Cl -0.197 -5.122 11.478
H -1.124 -7.266 11.570
C -0.366 6.597 2.051
Cl -0.960 6.862 3.693
Cl -1.440 7.326 0.862
Cl 1.278 7.211 1.874
H -0.346 5.530 1.870

2.
DFT (the ωB97M-V functional and the def2-TZVPD basis) results for a structure of composition C18H19CoIN2.

Summary:
Kohn-Sham gap (spin up / spin down) ... 0.2285 / 0.2368 Eh
⟨S²⟩ ... 3.77
Net charge ... 0
Multiplicity ... 4

Geometry (Å):
C 1.728 0.648 2.730
C 1.696 -0.762 2.659
H 2.791 0.847 2.676
H 1.241 0.789 3.674
H 1.195 1.324 1.979
H 1.856 -1.433 1.742
H 2.655 -0.881 3.136
H 0.833 -1.121 3.232
C 0.683 2.556 -0.910
C 0.913 3.383 -1.998
C 0.825 2.858 -3.296
C 0.562 1.509 -3.475
H 0.823 2.865 0.114
H 1.166 4.434 -1.799
H 0.975 3.531 -4.149
H 0.567 1.053 -4.464
N 0.360 1.268 -1.115
C 0.318 0.710 -2.372
C 0.204 -0.741 -2.362
N 0.188 -1.296 -1.118
C 0.228 -2.619 -0.849
C 0.237 -2.980 -3.236
C 0.179 -3.482 -1.937
H 0.323 -2.943 0.187
H 0.100 -4.539 -1.702
C 0.294 -1.613 -3.437
H 0.381 -1.195 -4.412
H 0.227 -3.687 -4.068
Co 0.479 0.000 0.040
I 3.202 0.055 -0.270
C -3.500 0.166 2.886
C -2.891 -1.053 2.541
C -1.711 -1.116 1.763
C -1.181 0.073 1.288
C -1.737 1.297 1.652
C -2.887 1.370 2.471
H -4.399 0.203 3.508
H -3.286 -2.000 2.938
H -1.162 -2.033 1.610
H -1.193 2.215 1.364
H -3.280 2.339 2.782

Number 1: energy -21786.178123 hartree. Number 2: energy -2487.162884 hartree.